No. 1
The following is a DFT calculation (wB97M-V/def2-TZVPD) of an isolated molecule of C5H13IN2 in a non-equilibrium geometry.

Calculated values
- Structure (SMILES): C[C@H](I)N(C)N(C)C
- Spin multiplicity: 1
- HOMO energy: -8.11 eV
- Relative energy (zero: lowest compared OMol25 entry of this formula, charge and spin): 0.174 eV
- Energy: -605.40430 Ha

Cartesian coordinates (Å):
C  2.55  0.04  0.28
C  1.34  0.21  -0.62
I  1.90  1.98  -2.04
N  0.14  0.32  0.22
C  -0.17  1.44  1.13
N  -1.15  -0.28  -0.08
C  -1.85  -0.28  -1.35
C  -1.40  -1.50  0.69
H  3.04  0.90  0.75
H  3.26  -0.53  -0.31
H  2.20  -0.58  1.00
H  1.14  -0.67  -1.25
H  -1.23  1.24  1.42
H  0.52  1.52  1.94
H  -0.21  2.39  0.59
H  -2.91  -0.60  -1.18
H  -1.77  0.78  -1.61
H  -1.32  -0.89  -2.15
H  -2.38  -1.87  0.75
H  -0.82  -2.33  0.20
H  -0.89  -1.28  1.62

natural (NBO) population analysis, charges in e, atoms 1 to 5:
1. C -0.656
2. C -0.008
3. I -0.130
4. N -0.311
5. C -0.426



No. 2
The following is a DFT calculation (wB97M-V/def2-TZVPD) of an isolated molecule of C5H7N in a non-equilibrium geometry.

Calculated values
- Spin multiplicity: 1
- HOMO energy (spin up / spin down): -6.61 / -6.61 eV
- Relative energy (zero: lowest compared OMol25 entry of this formula, charge and spin): 4.547 eV
- Energy: -249.30612 Ha

Cartesian coordinates (Å):
C  -0.80  0.41  0.03
C  -3.14  -0.61  0.05
C  -2.34  0.48  -0.05
C  1.79  0.62  0.29
C  2.78  -0.42  -0.10
N  0.41  0.47  0.21
H  -2.91  -1.66  0.18
H  -4.20  -0.37  -0.02
H  -2.66  1.53  -0.16
H  1.99  1.71  0.11
H  2.42  -1.51  0.23
H  3.66  -0.25  0.49
H  3.00  -0.38  -1.26

natural (NBO) population analysis, charges in e, atoms 1 to 5:
1. C 0.274
2. C -0.412
3. C -0.262
4. C -0.235
5. C -0.641



No. 3
The following is a DFT calculation (wB97M-V/def2-TZVPD) of a structure of composition C45H55AuBrN2P.

Calculated values
- Spin multiplicity: 1
- Total charge: +2
- HOMO energy (spin up / spin down): -13.80 / -13.80 eV
- Relative energy (zero: lowest compared OMol25 entry of this formula, charge and spin): 1.483 eV
- Energy: -4907.70355 Ha

Cartesian coordinates (Å):
Au  0.37  0.63  0.63
C  -2.50  -2.89  3.33
C  -2.32  -3.32  1.88
C  -3.65  -3.79  1.27
C  -1.74  -2.24  1.00
C  -2.41  -0.96  0.98
C  -1.93  0.34  -0.79
C  -2.41  1.62  -1.48
C  -1.54  2.84  -1.15
C  -2.78  1.55  -2.96
C  -0.48  -0.31  -1.16
C  -0.21  -1.70  -0.90
C  -0.79  -2.54  0.09
C  0.72  -2.50  -1.82
C  -0.18  -3.19  -2.87
C  1.55  -3.61  -1.15
C  0.30  0.22  -2.36
C  -0.22  -0.10  -3.61
C  0.51  0.10  -4.77
C  1.79  0.63  -4.71
C  2.31  0.98  -3.48
C  1.59  0.79  -2.30
P  2.30  1.33  -0.71
C  3.83  0.35  -0.30
C  5.00  0.39  -1.29
C  4.28  0.78  1.11
C  3.38  -1.10  -0.23
C  2.71  3.18  -0.90
C  1.89  3.83  -2.03
C  4.17  3.47  -1.25
C  2.37  3.89  0.42
H  -2.74  -3.76  3.94
H  -3.33  -2.18  3.44
H  -1.60  -2.43  3.74
H  -1.62  -4.16  1.85
H  -4.38  -2.98  1.25
H  -4.07  -4.59  1.88
H  -3.53  -4.17  0.26
H  -3.17  -0.91  1.76
H  -3.37  1.78  -0.99
H  -0.51  2.55  -0.94
H  -1.91  3.39  -0.29
H  -1.52  3.52  -2.00
H  -1.91  1.64  -3.61
H  -3.43  2.40  -3.18
H  -3.33  0.65  -3.22
H  -0.40  -3.56  0.11
H  1.39  -1.83  -2.34
H  -0.85  -3.90  -2.39
H  0.45  -3.74  -3.57
H  -0.79  -2.49  -3.44
H  0.96  -4.52  -0.98
H  2.01  -3.33  -0.21
H  2.35  -3.89  -1.83
H  -1.21  -0.53  -3.68
H  0.08  -0.17  -5.73
H  2.37  0.78  -5.61
H  3.30  1.42  -3.43
H  5.47  1.35  -1.40
H  4.69  0.03  -2.28
H  5.76  -0.31  -0.93
H  4.67  1.80  1.14
H  5.08  0.11  1.43
H  3.47  0.70  1.83
H  3.05  -1.45  -1.21
H  2.57  -1.22  0.49
H  4.21  -1.73  0.09
H  2.27  3.56  -3.02
H  1.99  4.91  -1.93
H  0.84  3.59  -2.01
H  4.47  3.03  -2.20
H  4.87  3.16  -0.47
H  4.27  4.55  -1.36
H  1.30  3.98  0.54
H  2.79  4.89  0.39
H  2.79  3.37  1.29
Br  -0.16  2.62  2.35
C  -2.06  2.44  2.29
C  -2.78  3.35  3.04
C  -4.16  3.31  2.95
C  -4.76  2.40  2.10
C  -4.03  1.49  1.34
C  -4.83  0.63  0.44
C  -4.41  -0.30  -0.41
C  -3.00  -0.75  -0.54
C  -1.82  0.43  0.72
C  -2.62  1.49  1.45
H  -2.28  4.07  3.66
H  -4.76  4.00  3.53
H  -5.84  2.40  2.01
H  -5.90  0.84  0.47
H  -5.14  -0.81  -1.03
H  -2.89  -1.65  -1.13
N  2.16  -5.19  3.07
C  1.79  -4.14  3.37
C  1.32  -2.82  3.66
C  1.07  -2.37  4.96
C  0.57  -1.10  5.11
C  0.34  -0.32  3.99
N  0.60  -0.73  2.74
C  1.08  -1.96  2.60
H  1.26  -3.02  5.81
H  0.35  -0.69  6.09
H  -0.07  0.68  4.10
H  1.27  -2.31  1.59

Mulliken population analysis, charges in e, atoms 1 to 5:
1. Au 2.077
2. C -1.230
3. C -0.478
4. C -1.559
5. C 0.752



No. 4
The following is a DFT calculation (wB97M-V/def2-TZVPD) of a cluster of 13 separate species, H25O13 in total in a non-equilibrium geometry.

Calculated values
- Spin multiplicity: 1
- Total charge: -1
- HOMO energy: -5.97 eV
- Relative energy (zero: lowest compared OMol25 entry of this formula, charge and spin): 3.421 eV
- Energy: -993.11199 Ha

Cartesian coordinates (Å):
O  -1.06  0.04  -0.94
H  -0.03  -0.01  -0.94
H  0.29  -0.99  1.60
O  0.84  2.80  -0.72
H  0.66  3.70  -0.45
H  -0.50  0.43  2.93
O  -1.01  -1.61  1.47
H  -1.59  -1.22  2.10
O  2.63  2.13  1.47
H  3.07  1.89  2.26
H  2.95  1.80  0.65
O  0.89  -0.22  2.15
H  2.81  -0.34  2.52
H  1.18  -0.88  2.79
O  1.95  -0.44  -1.67
H  2.33  -1.37  -1.66
H  2.11  -0.08  -2.58
O  -2.57  -2.80  -0.85
H  -2.42  -3.57  -0.31
H  -1.00  0.25  0.02
O  -1.03  1.12  3.47
H  -0.87  0.89  4.37
H  3.82  -0.45  1.34
O  3.83  -0.36  2.35
H  -2.07  -2.07  -0.47
H  1.30  2.27  -0.11
O  -3.30  -0.46  -3.20
H  -3.37  -0.94  -2.35
H  -3.27  0.48  -2.83
O  1.27  -2.68  0.84
H  1.61  -1.96  0.34
H  0.25  -2.59  1.06
O  -3.04  1.74  -1.62
H  -2.38  1.17  -1.17
H  -2.37  2.29  -2.07
O  -0.56  0.96  -3.39
H  0.09  0.47  -2.87
H  -1.44  0.60  -3.51

natural (NBO) population analysis, charges in e, atoms 1 to 5:
1. O -0.983
2. H 0.496
3. H 0.509
4. O -0.969
5. H 0.479